# 1
Entry from the OMol25 dataset: C6H12O in the gas phase (wB97M-V/def2-TZVPD).

Geometry (Å):
C -1.047 -1.653 -0.841
C -0.721 -0.175 -0.637
C -1.041 0.353 0.758
C -0.252 1.665 0.803
O 0.865 1.536 -0.033
C 0.788 0.278 -0.744
C 1.951 -0.243 0.295
H -2.115 -1.852 -0.673
H -0.805 -1.985 -1.856
H -0.481 -2.273 -0.139
H -1.339 0.405 -1.360
H -0.681 -0.360 1.510
H -2.111 0.504 0.929
H 0.055 1.947 1.820
H -0.816 2.486 0.360
H 0.967 0.509 -1.842
H 2.015 0.154 1.366
H 1.823 -1.291 0.379
H 2.944 -0.004 -0.095

Properties
- SMILES = C[C@@H]1OCC[C@@H]1C
- DFT total energy (eV) = -8462.2560

Atom-resolved charges from Mulliken, all expressed in e: -1.4820, 0.3176, -0.7973, -0.5807, -0.3942, 0.1487, -1.1805, 0.3762, 0.3730, 0.3264, 0.3266, 0.2892, 0.4282, 0.2741, 0.3253, 0.2898, 0.2444, 0.3785, 0.3367


# 2
Entry from the OMol25 dataset: a molecular structure, C17H28F3I2NO10S3 (wB97M-V/def2-TZVPD).

Geometry (Å):
C -1.807 2.349 -1.712
C -2.341 0.871 -2.056
I -3.916 0.456 -0.544
C -1.256 -0.313 -1.890
I -2.301 -2.165 -2.542
C 0.034 -0.170 -2.899
C -0.400 -0.091 -4.449
C 0.239 1.140 -5.262
O -0.501 2.386 -5.009
C 0.138 0.924 -6.885
F 1.460 0.529 -7.343
F -0.106 2.189 -7.548
F -0.870 -0.021 -7.263
C 1.137 0.929 -2.366
S 1.272 1.228 -0.530
O 2.442 0.324 -2.681
C 2.400 -0.974 -2.064
O 3.245 -1.603 -1.381
C 0.903 -1.486 -2.432
N 1.046 -2.626 -3.399
C 2.065 -2.445 -4.218
O 2.756 -1.958 -5.155
H -2.693 3.086 -1.882
H -0.958 2.724 -2.394
H -1.542 2.433 -0.583
H -2.907 0.822 -3.070
H -0.942 -0.532 -0.804
H -0.152 -1.050 -5.053
H -1.555 0.024 -4.543
H 1.346 1.345 -5.053
H -1.424 2.175 -4.729
H 1.082 1.992 -2.801
H 0.931 0.083 0.182
H 0.558 -1.958 -1.443
O 2.514 4.396 3.586
S 2.773 2.988 3.423
O 1.713 2.038 3.207
O 3.689 2.476 4.657
C 3.240 2.723 5.987
C 2.147 1.754 6.396
C 3.984 2.778 2.147
H 2.911 3.761 6.098
H 4.104 2.587 6.643
H 1.233 1.927 5.823
H 1.908 1.868 7.456
H 2.455 0.722 6.209
H 4.816 3.456 2.335
H 3.512 3.017 1.193
H 4.319 1.741 2.146
O -1.619 -1.682 2.257
S -2.172 -2.995 2.037
O -3.249 -3.224 1.109
O -2.567 -3.647 3.465
C -3.427 -2.913 4.334
C -4.876 -3.003 3.893
C -0.850 -4.108 1.647
H -3.102 -1.871 4.412
H -3.327 -3.357 5.328
H -5.031 -2.484 2.944
H -5.535 -2.551 4.637
H -5.170 -4.045 3.742
H -0.053 -3.980 2.379
H -0.487 -3.861 0.648
H -1.232 -5.129 1.662

Properties
- DFT total energy (eV) = -96901.9997

Atom-resolved charges from Mulliken, all expressed in e: -0.9912, -0.1520, 0.0998, -1.6903, 0.1902, 1.5982, -0.9786, -0.2327, -0.6193, 0.6250, -0.2652, -0.2518, -0.2498, -0.5077, -0.1169, -0.3576, 0.0926, -0.5754, 0.4380, -0.5288, 0.7629, -0.4648, 0.3958, 0.2177, 0.3287, 0.4924, 0.6048, 0.4176, 0.2676, 0.4120, 0.4110, 0.5384, 0.1591, -0.0646, -0.6546, 1.2021, -0.5407, -0.2634, -0.3593, -0.9750, -0.9055, 0.3239, 0.2718, 0.2866, 0.3817, 0.2590, 0.3446, 0.3063, 0.3118, -0.6192, 1.2217, -0.5816, -0.2911, -0.3126, -0.9653, -0.8456, 0.2939, 0.2841, 0.2731, 0.3865, 0.2560, 0.3213, 0.2353, 0.3492


Here are the calculated Kohn-Sham gap numbers, same order: 9.7 8.8 (eV).
Here are the calculated max |F| numbers, same order: 2.6 7.8 (eV/A).
Here are the calculated HOMO level numbers, same order: -8.600 -9.082 (eV).